No. 1
{
  "formula": "C4H19N2O5",
  "method": "ωB97M-V with the def2-TZVPD basis set",
  "elements": ["O", "O", "O", "O", "O", "N", "N", "C", "C", "C", "C", "H", "H", "H", "H", "H", "H", "H", "H", "H", "H", "H", "H", "H", "H", "H", "H", "H", "H", "H"],
  "coordinates": [[-0.74984, 0.17244, -1.55021], [3.70820, -0.89631, -1.78479], [1.18628, 0.96581, -3.08516], [-1.48536, 2.74663, -2.52017], [-3.17243, -0.42159, -0.58170], [0.93636, -0.42889, 3.54858], [0.09571, 1.11294, 0.83836], [0.33270, -0.29636, 0.60597], [-0.49317, -1.11078, 1.61477], [-0.41672, -0.58370, 3.04443], [0.03441, -0.75406, -0.90378], [1.06299, -0.77390, -1.30515], [-0.22152, -2.16699, 1.55772], [1.35984, -0.59155, 0.83586], [-0.97219, -1.21528, 3.74439], [-1.60593, 1.87660, -2.09851], [-0.91017, 1.24302, 0.91076], [1.25273, 1.88465, -2.82141], [-2.21989, -0.34385, -0.88245], [0.30665, 0.64527, -2.70211], [3.19064, -1.70618, -1.92737], [-0.33621, -1.79647, -0.84733], [-3.61145, -0.60784, -1.41709], [1.41099, 0.41273, 3.26730], [2.95666, -0.34319, -1.51842], [-1.53251, -1.06697, 1.25522], [0.44304, 1.61528, 0.03586], [1.50751, -1.24121, 3.36591], [-0.91941, 0.38735, 3.11916], [-1.13792, 3.28242, -1.79865]],
  "forces_ev_per_a": [[-0.349, -1.071, -0.105], [-0.833, -0.509, 0.282], [0.063, -0.331, -0.169], [-0.183, 0.219, 0.267], [0.111, -0.290, -0.103], [0.088, -0.214, 0.943], [0.491, -0.133, 0.601], [-0.526, -1.393, 0.161], [-0.893, 0.462, -0.494], [0.020, 0.260, -0.043], [0.755, 1.247, 1.350], [-0.220, -0.330, -0.551], [0.231, -0.044, 0.070], [0.375, 0.554, -0.134], [0.009, -0.252, -0.149], [0.344, -0.208, -0.108], [0.157, 0.199, -0.419], [-0.238, 0.079, -0.042], [-0.122, 0.556, -0.140], [0.392, 0.366, 0.200], [0.572, 0.012, -0.168], [-0.158, 0.115, -0.263], [-0.122, 0.028, 0.076], [-0.137, -0.012, -0.456], [0.332, 0.557, -0.241], [-0.043, -0.066, 0.249], [-0.331, 0.212, -0.240], [0.065, 0.101, -0.132], [0.209, -0.077, -0.137], [-0.061, -0.038, -0.105]],
  "mulliken_charge": [-1.038, -0.663, -0.713, -0.649, -0.712, -0.613, -0.687, 0.336, -0.713, -0.752, -0.106, -0.451, 0.362, 0.316, 0.372, 0.391, 0.293, 0.278, 0.336, 0.403, 0.323, 0.263, 0.279, 0.297, 0.442, 0.281, 0.310, 0.225, 0.306, 0.285],
  "total_charge": -1,
  "homo_ev": -4.79,
  "total_energy_ev": -17675.234,
  "max_force_ha_per_bohr": 0.0386
}

No. 2
{
  "formula": "C5H7N",
  "method": "ωB97M-V with the def2-TZVPD basis set",
  "elements": ["N", "C", "C", "C", "C", "C", "H", "H", "H", "H", "H", "H", "H"],
  "coordinates": [[0.90800, -1.77094, 2.14959], [-1.48499, 0.31851, 0.18109], [0.93859, -1.28097, 1.09886], [-0.27478, 0.14059, -0.69593], [1.02498, 0.80830, -0.36515], [0.97392, -0.65384, -0.17534], [1.05127, 1.37925, 0.55441], [-1.20319, 0.33142, 1.23830], [-2.20598, -0.49353, 0.04261], [1.63461, 1.19899, -1.16890], [1.11890, -1.31333, -1.04329], [-1.99087, 1.26173, -0.04389], [-0.49045, 0.07383, -1.77237]],
  "forces_ev_per_a": [[0.029, 0.515, -1.142], [-0.037, 0.108, 0.124], [-0.041, -0.581, 1.521], [0.130, 0.603, 0.597], [-0.041, 0.688, -0.141], [-1.648, -1.179, -2.244], [0.036, 0.047, -0.041], [-0.028, 0.009, -0.106], [0.129, 0.082, -0.005], [0.031, 0.022, 0.073], [1.161, 0.164, 0.776], [0.010, -0.073, 0.012], [0.269, -0.404, 0.577]],
  "mulliken_charge": [-0.443, -1.320, 0.177, 0.162, -0.639, -0.108, 0.273, 0.314, 0.319, 0.260, 0.315, 0.338, 0.353],
  "homo_ev": -10.12,
  "total_energy_ev": -6787.227,
  "smiles": "C[C@H]1C[C@H]1C#N",
  "max_force_ha_per_bohr": 0.0588
}